No. 1
{
  "formula": "C4H9NO2",
  "method": "ωB97M-V/def2-TZVPD",
  "symbols": ["O", "C", "N", "C", "C", "C", "O", "H", "H", "H", "H", "H", "H", "H", "H", "H"],
  "positions_angstrom": [[1.003, 2.155, 0.823], [-0.027, 2.171, 0.176], [-0.793, 1.066, -0.052], [-0.461, -0.111, 0.688], [-0.640, -1.511, 0.167], [0.728, -0.914, 0.276], [1.607, -1.322, 1.271], [-0.425, 3.092, -0.287], [-1.717, 1.188, -0.441], [-0.553, -0.010, 1.768], [-1.031, -1.656, -0.836], [-0.958, -2.251, 0.895], [1.187, -0.642, -0.675], [2.016, -0.500, 1.584], [-0.068, -0.745, -2.924], [0.144, -0.152, -2.528]],
  "smiles": "O=CN[C@H]1C[C@@H]1O.[H][H]",
  "de_lowest_ev": 2.780,
  "multiplicity": 1,
  "total_charge": 0
}

No. 2
{
  "formula": "C4H9NO2",
  "method": "ωB97M-V/def2-TZVPD",
  "symbols": ["C", "N", "C", "O", "C", "C", "O", "H", "H", "H", "H", "H", "H", "H", "H", "H"],
  "positions_angstrom": [[-2.280, 1.152, 1.634], [-1.625, 0.288, 0.664], [-0.336, 0.371, 0.354], [0.402, 1.279, 0.679], [0.139, -0.766, -0.521], [1.626, -0.652, -0.906], [1.915, -1.630, -1.867], [-1.976, 0.845, 2.635], [-3.352, 1.116, 1.489], [-1.940, 2.184, 1.531], [-2.227, -0.352, 0.182], [0.051, -1.761, -0.190], [-0.341, -0.666, -1.497], [1.830, 0.313, -1.358], [2.233, -0.689, 0.009], [2.538, -2.316, -1.613]],
  "smiles": "CNC(=O)CCO",
  "de_lowest_ev": 1.165,
  "multiplicity": 1,
  "total_charge": 0
}

So what do the calculations give for gap between HOMO and LUMO? Going down the list: 10.61 10.47 eV.
So what do the calculations give for max |F|? Going down the list: 0.008 0.052 Eh/bohr.
So what do the calculations give for E? Going down the list: -9877.2805 -9878.8956 eV.